Entry 1:
Below is a molecular structure, C9H20AlClO6PS, with properties calculated with the ωB97M-V functional and the def2-TZVPD basis.

Structure (XYZ):
```
39
Properties=species:S:1:pos:R:3:nbo_charge:R:1
C 2.95900 -0.54116 0.31419 -0.605
C 2.49793 -1.99504 0.38091 -0.431
C 1.26983 -2.21429 1.27910 -0.056
O 0.22636 -2.90817 0.61595 -0.539
C -0.66046 -2.10536 -0.11936 0.373
O -0.02197 -1.03710 -0.71127 -0.965
Al -1.09910 0.35037 -0.89151 1.700
C -0.26377 2.07206 -0.36986 -1.040
C 0.97085 2.46005 -1.21454 -0.419
C 0.84034 3.77599 -1.94942 -0.337
Cl -0.31007 3.66707 -3.33060 -0.101
P -1.92726 0.25892 -3.15463 0.876
O -2.83825 -0.91728 -3.41447 -1.145
O -2.26423 -0.30462 0.26980 -0.932
C -1.91785 -1.56571 0.69471 -0.148
S -1.92220 -1.51983 2.55545 2.115
C -1.48874 0.17036 2.94115 -0.878
O -0.92747 -2.36204 3.18124 -0.962
O -3.30880 -1.70846 2.92573 -0.968
H 2.09500 0.11999 0.21970 0.216
H 3.51698 -0.24916 1.20742 0.187
H 3.60461 -0.36518 -0.54932 0.199
H 2.23693 -2.34616 -0.61692 0.224
H 3.31888 -2.62458 0.73869 0.183
H 0.91782 -1.24955 1.65957 0.161
H 1.50193 -2.83036 2.14717 0.191
H -1.08345 -2.78477 -0.87073 0.153
H 0.04030 1.97903 0.67902 0.214
H -0.99848 2.88610 -0.39340 0.218
H 1.22242 1.69418 -1.95809 0.202
H 1.86113 2.55326 -0.58311 0.207
H 1.78437 4.11402 -2.37196 0.202
H 0.43981 4.55373 -1.30137 0.201
H -0.82241 0.30963 -4.05806 -0.111
H -2.48743 1.49715 -3.58392 -0.111
H -2.74478 -2.27614 0.56084 0.196
H -1.03102 0.11973 3.92725 0.237
H -0.79046 0.55730 2.20233 0.243
H -2.39633 0.76607 2.94235 0.248
```

Properties
Multiplicity: 1
Charge: -1
Lowest unoccupied orbital energy (eV): 2.748
DFT total energy (eV): -61190.296
ΔE to the lowest compared entry with this formula, charge and spin (kcal/mol): 0.00
M (Da): 349.729

Entry 2:
Below is 2 unconnected molecules or ions with the total composition C9H20BN3O5P, with properties calculated with the ωB97M-V functional and the def2-TZVPD basis.

Structure (XYZ):
```
39
Properties=species:S:1:pos:R:3:nbo_charge:R:1
C 4.48064 2.60387 -0.89186 -0.248
O 4.01524 1.27215 -1.26698 -0.729
B 3.04924 1.38263 -2.20625 1.196
O 3.30688 1.36891 -3.55838 -0.910
C 1.52618 1.51739 -1.71627 -0.089
C 1.14332 1.11976 -0.43726 -0.149
C -0.16485 1.29806 -0.10468 -0.124
C -1.01568 1.86582 -1.05388 -0.115
P -2.81543 2.10622 -0.51944 1.268
N -3.53220 2.74857 -1.91389 -1.175
O -2.66110 3.44293 0.40662 -0.955
N -0.66835 2.21503 -2.27594 -0.143
N 0.61620 2.00502 -2.53678 -0.210
H 4.42724 3.26651 -1.75567 0.168
H 5.50997 2.54569 -0.57718 0.229
H 3.83128 3.00754 -0.12211 0.187
H 3.47664 2.25699 -3.88964 0.515
H 1.86376 0.71003 0.24755 0.266
H -0.55771 1.00948 0.85770 0.270
H -4.25221 3.41588 -1.67068 0.408
H -3.92890 2.02085 -2.49164 0.406
H -2.62836 4.22160 -0.16900 0.491
H 0.90770 2.24697 -3.47874 0.436
C 0.56780 -2.01647 2.29143 -0.261
O -0.46750 -1.85676 1.33164 -0.573
C -0.67874 -3.02341 0.54219 -0.089
C -1.82309 -3.86985 1.05918 -0.090
O -1.56015 -4.39044 2.34788 -0.546
C -2.15951 -3.64735 3.39795 -0.257
H 0.44504 -1.24284 3.04890 0.189
H 0.52645 -2.99187 2.77600 0.201
H 1.54904 -1.89564 1.81653 0.160
H 0.23949 -3.61476 0.48432 0.181
H -0.92538 -2.68643 -0.46983 0.177
H -1.95085 -4.72254 0.38615 0.194
H -2.75684 -3.29864 1.05653 0.174
H -3.21755 -3.90985 3.49259 0.177
H -2.06851 -2.57066 3.24026 0.172
H -1.64920 -3.91038 4.32266 0.196
```

Properties
Multiplicity: 1
Charge: +1
Lowest unoccupied orbital energy (eV): -4.888
DFT total energy (eV): -34324.122
M (Da): 292.061

Entry 3:
Below is a molecular structure, C9H20Cl6F3KO11P2S, with properties calculated with the ωB97M-V functional and the def2-TZVPD basis.

Structure (XYZ):
```
53
Properties=species:S:1:pos:R:3:nbo_charge:R:1
K -0.31257 -2.74532 -2.83866 0.988
C -1.16334 -0.22977 1.63372 0.751
F -2.45443 -0.12091 1.38656 -0.324
F -0.70204 0.81332 2.33286 -0.308
F -1.07441 -1.36053 2.28465 -0.317
S -0.34804 -0.30602 -0.17707 2.280
O 0.93563 -0.98107 -0.13506 -1.022
O -1.35577 -1.05851 -0.90974 -1.067
O -0.17762 1.08301 -0.58427 -0.973
C 4.46445 5.18612 2.09952 -0.252
O 3.66910 5.06013 0.86997 -0.822
P 2.54018 6.13497 0.42771 2.544
O 1.93774 7.02779 1.49768 -1.084
O 1.46111 5.33744 -0.39263 -0.828
C 0.27674 4.83949 0.21571 -0.266
O 3.20290 7.03222 -0.81809 -0.804
C 3.50898 6.42958 -2.08778 -0.251
H 4.40271 4.22755 2.61473 0.196
H 4.05541 5.94077 2.77130 0.207
H 5.51204 5.46817 1.99407 0.189
H 0.03118 5.50761 1.04119 0.205
H 0.23086 3.78582 0.49097 0.214
H -0.44883 5.16407 -0.53014 0.193
H 4.56736 6.17358 -2.13663 0.177
H 3.26729 7.05897 -2.94426 0.190
H 2.99593 5.47884 -2.23253 0.190
C -3.77182 -7.53598 -1.99473 -0.259
O -2.62433 -7.53646 -1.14721 -0.795
P -1.99090 -6.21370 -0.60678 2.577
O -1.44135 -5.33240 -1.70206 -1.160
O -1.01063 -6.78384 0.53872 -0.800
C 0.13451 -6.07448 1.03388 -0.250
O -3.15985 -5.43530 0.30497 -0.815
C -3.14345 -4.12107 0.73135 -0.263
H -3.63133 -7.77897 -3.04797 0.201
H -4.38695 -6.65121 -1.83074 0.199
H -4.42311 -8.33143 -1.63255 0.198
H 0.16306 -5.82130 2.09368 0.201
H 0.28944 -5.15213 0.47408 0.191
H 0.98003 -6.75101 0.90937 0.194
H -3.19147 -3.87549 1.79224 0.202
H -4.01613 -3.65971 0.26910 0.187
H -2.40754 -3.57728 0.13906 0.193
C -3.64850 1.02237 -1.65571 -0.256
Cl -3.40067 2.40996 -2.72860 0.006
Cl -4.48530 -0.30093 -2.56300 -0.033
Cl -4.71256 1.50463 -0.29538 0.007
H -2.64549 0.72026 -1.35439 0.268
C 3.42185 0.78590 1.24913 -0.264
Cl 3.14596 1.18654 2.95211 0.004
Cl 5.12321 0.34332 0.97706 -0.010
Cl 2.93122 2.15419 0.15415 0.018
H 2.87954 -0.14180 1.06647 0.252
```

Properties
Multiplicity: 1
Lowest unoccupied orbital energy (eV): -0.886
DFT total energy (eV): -161209.341
ΔE to the lowest compared entry with this formula, charge and spin (kcal/mol): 8.95
M (Da): 707.073

Entry 4:
Below is 2 unconnected molecules or ions with the total composition C9H20N2O4, with properties calculated with the ωB97M-V functional and the def2-TZVPD basis.

Structure (XYZ):
```
35
Properties=species:S:1:pos:R:3:nbo_charge:R:1
C 0.31970 -1.45596 1.46320 0.661
C 0.49023 -2.33375 0.26426 -0.536
C 1.77753 -2.01361 -0.54874 -0.389
C 1.72579 -1.04715 -1.81180 -0.388
C 0.98981 0.26849 -1.60400 -0.421
C 1.96529 1.28947 -0.95191 -0.393
C 1.34381 2.57322 -0.28440 -0.505
C 0.25355 2.37985 0.82680 0.679
C -5.37255 -0.59272 -0.56128 -0.863
H -1.48577 0.36318 0.15404 0.494
H -0.98815 -0.21444 2.44376 0.387
H 0.49577 -3.38032 0.60887 0.252
H -0.45501 -2.26694 -0.38756 0.234
H 2.54010 -1.60370 0.13951 0.211
H 2.27275 -2.91566 -1.00507 0.215
H 1.25751 -1.58595 -2.62564 0.201
H 2.82209 -1.03657 -2.05641 0.210
H 0.67798 0.72757 -2.55487 0.214
H 0.09101 0.05608 -0.99738 0.194
H 2.71947 0.87594 -0.21757 0.214
H 2.66172 1.65615 -1.70900 0.209
H 2.07298 3.22514 0.13968 0.224
H 0.94405 3.21674 -1.03925 0.221
H 0.19616 2.30612 2.75394 0.363
H 1.78411 0.59048 2.52951 0.504
H -5.46296 0.47844 -0.80944 0.215
H -4.88564 -0.73023 0.46358 0.219
H -4.72452 -1.12214 -1.32726 0.215
H -6.41223 -1.03611 -0.51517 0.214
N -0.75395 -0.58100 1.46720 -0.346
N 0.67332 1.89579 2.05347 -0.359
O -1.67621 -0.54483 0.47519 -0.526
O 1.06867 -1.53046 2.43392 -0.659
O -0.89187 2.56760 0.56418 -0.621
O 1.96546 1.52127 2.22564 -0.544
```

Properties
Multiplicity: 1
Lowest unoccupied orbital energy (eV): 0.788
DFT total energy (eV): -20824.118
Structure (SMILES): O=C(CCCCCCC(=O)NO)NO.C
ΔE to the lowest compared entry with this formula, charge and spin (kcal/mol): 0.00
M (Da): 220.269

Entry 5:
Below is a gas-phase ion, C9H20N4 (charge +2), with properties calculated with the ωB97M-V functional and the def2-TZVPD basis.

Structure (XYZ):
```
33
Properties=species:S:1:pos:R:3:nbo_charge:R:1
C -1.06047 -0.59313 0.97653 0.537
C -0.67002 -0.83514 -1.44592 -0.210
C 0.22542 -0.36429 -0.28651 0.177
C -0.22783 -2.07039 -2.24163 -0.628
C 1.65859 1.42228 0.81925 -0.634
C -0.50498 2.04909 -0.26843 -0.620
C 1.45610 1.33523 -1.65826 -0.623
C -2.17659 -0.55685 3.09774 -0.457
C 0.70287 1.10752 -0.33958 -0.083
N -2.14736 -0.99171 0.26869 -0.211
N -1.98252 -1.10758 -0.93734 0.102
N -1.03957 -0.39198 2.23852 -0.408
N 1.35939 -1.28616 -0.02424 -0.714
H -0.84127 -0.03400 -2.17497 0.290
H -0.14970 -2.95644 -1.61442 0.214
H 0.70103 -1.88885 -2.77447 0.241
H -0.98917 -2.28574 -2.99067 0.294
H 2.64018 0.96685 0.69258 0.218
H 1.25592 1.16096 1.79660 0.187
H 1.82716 2.49670 0.83211 0.280
H -0.17791 3.06748 -0.45607 0.266
H -1.26227 1.81890 -1.01226 0.227
H -0.96888 2.03030 0.71412 0.212
H 1.86458 2.34362 -1.65989 0.269
H 0.80660 1.25876 -2.52549 0.232
H 2.29806 0.65660 -1.78788 0.199
H -2.30746 0.34316 3.70563 0.264
H -1.99669 -1.38180 3.79388 0.264
H -3.07461 -0.75876 2.51576 0.270
H -0.19132 -0.06611 2.70673 0.451
H 1.87549 -1.00921 0.82489 0.462
H 2.01896 -1.20241 -0.81877 0.468
H 1.07829 -2.27690 0.03378 0.462
```

Properties
Multiplicity: 1
Charge: +2
Lowest unoccupied orbital energy (eV): -9.383
DFT total energy (eV): -15599.010
Structure (SMILES): C/[NH+]=C1\N=N[C@H](C)[C@@]1([NH3+])C(C)(C)C
ΔE to the lowest compared entry with this formula, charge and spin (kcal/mol): 28.99
M (Da): 184.287

Entry 6:
Below is a molecular structure, C9H20NOS, with properties calculated with the ωB97M-V functional and the def2-TZVPD basis.

Structure (XYZ):
```
32
Properties=species:S:1:pos:R:3:nbo_charge:R:1
C -1.75242 0.80456 0.15686 0.730
C -2.38274 1.48735 -1.06390 -0.743
C 0.82539 2.19155 -0.90177 -0.624
C 1.16301 1.66549 1.46933 -0.666
C -0.00155 -1.54534 1.57566 -0.420
C -1.22947 -2.20174 -0.45128 -0.440
C 1.13233 -2.34130 -0.41454 -0.423
C -0.00980 -0.08280 -0.38227 -0.159
C 1.08088 0.97238 0.03803 -0.160
N 0.00820 -1.54289 0.10403 -0.266
O -2.16970 0.49355 1.20078 -0.507
S 2.74986 0.23286 -0.36769 -0.087
H -2.29947 2.55176 -0.84532 0.272
H -3.48302 1.18765 -1.02439 0.278
H -1.71618 1.10547 -1.89974 0.246
H 0.37590 1.70531 -1.81814 0.201
H 0.16348 2.96895 -0.40791 0.214
H 1.65982 2.85964 -1.14768 0.256
H 2.19400 1.49106 1.92013 0.254
H 0.32120 1.35718 2.14091 0.227
H 0.76922 2.68133 1.33326 0.233
H -1.02071 -1.29469 1.95135 0.258
H 0.18351 -2.61980 1.75370 0.224
H 0.71666 -0.76335 1.86941 0.250
H -2.18452 -1.69681 -0.08887 0.242
H -1.28564 -2.27093 -1.55135 0.246
H -1.40266 -3.22877 -0.04050 0.246
H 1.21819 -2.12011 -1.55374 0.246
H 1.97728 -1.90442 0.06870 0.246
H 0.86281 -3.41274 -0.08081 0.238
H -0.05893 -0.07454 -1.49648 0.211
H 3.59506 1.34415 -0.04576 0.177
```

Properties
Multiplicity: 1
Charge: +1
Lowest unoccupied orbital energy (eV): -2.867
DFT total energy (eV): -24020.080
ΔE to the lowest compared entry with this formula, charge and spin (kcal/mol): 55.95
M (Da): 190.332

Entry 7:
Below is a single C9H20O3S molecule, with properties calculated with the ωB97M-V functional and the def2-TZVPD basis.

Structure (XYZ):
```
33
Properties=species:S:1:pos:R:3:nbo_charge:R:1
C -4.26851 -0.57249 -1.10203 -0.599
C -3.10944 -0.38016 -0.13162 -0.401
C -2.77275 1.09977 0.03905 -0.417
C -1.73972 1.37829 1.11560 -0.591
H -1.70775 2.44541 1.33656 0.222
H -1.94161 0.83793 2.03752 0.213
S 0.00665 0.97158 0.56642 1.284
O -0.11106 0.71116 -0.88146 -1.027
C 0.07521 -0.70265 1.37394 -0.624
C 1.11816 -1.57566 0.67947 0.065
C 2.51190 -0.91916 0.79806 -0.090
O 2.47560 0.45025 0.45857 -0.565
C 2.93464 0.77987 -0.84324 -0.061
C 4.45449 0.89588 -0.90375 -0.635
H 4.79999 1.62663 -0.17700 0.210
H 4.92688 -0.05949 -0.68525 0.202
H 4.75694 1.21315 -1.89762 0.213
H 2.47214 1.74347 -1.06755 0.194
H 2.57808 0.04702 -1.57452 0.180
H 3.21573 -1.47128 0.16863 0.188
H 2.84412 -0.98174 1.84014 0.182
O 0.76168 -1.84174 -0.64882 -0.738
H 0.46718 -0.99430 -1.04040 0.500
H 1.17350 -2.55598 1.17599 0.185
H 0.34274 -0.52307 2.41242 0.228
H -0.90123 -1.17307 1.30264 0.236
H -2.38753 1.48274 -0.90848 0.229
H -3.68781 1.64969 0.27738 0.205
H -2.23891 -0.90926 -0.52089 0.212
H -3.37686 -0.81180 0.83790 0.185
H -4.01722 -0.15951 -2.07605 0.205
H -5.16336 -0.07181 -0.73689 0.197
H -4.49187 -1.62968 -1.22472 0.209
```

Properties
Multiplicity: 1
Lowest unoccupied orbital energy (eV): 0.695
DFT total energy (eV): -26633.968
ΔE to the lowest compared entry with this formula, charge and spin (kcal/mol): 4.23
M (Da): 208.323